No. 1
ORCA calculation (ωB97M-V with the def2-TZVPD basis set) on a structure of composition C31H38AsCdN8O5PS2 in a non-equilibrium geometry.

Each line ends with the Löwdin charge.
Positions of all 87 atoms, in Å:
Cd -1.1781 -0.4214 0.4431  1.10
S -1.8055 -1.0325 -1.9140  0.37
C -0.4519 -1.9629 -2.5425  -0.74
C -0.7292 -2.9125 -3.5383  -0.15
C 0.2749 -3.6543 -4.1280  -0.10
C 1.5962 -3.4746 -3.7361  -0.10
C 1.8818 -2.5487 -2.7507  -0.14
C 0.8834 -1.7798 -2.1490  -0.44
As 1.3938 -0.5833 -0.6768  1.24
C 2.4902 -1.9581 0.1857  -0.38
C 3.8049 -1.7831 0.5963  -0.09
C 4.4896 -2.8094 1.2341  -0.08
C 3.8652 -4.0230 1.4705  -0.10
C 2.5500 -4.2092 1.0647  -0.09
C 1.8705 -3.1836 0.4287  -0.13
C 2.7333 0.4816 -1.6302  -0.38
C 2.7209 0.6092 -3.0155  -0.11
C 3.6055 1.4686 -3.6504  -0.08
C 4.5086 2.2162 -2.9091  -0.09
C 4.5148 2.1126 -1.5254  -0.08
C 3.6239 1.2607 -0.8917  -0.14
H -1.7621 -3.0533 -3.8304  0.09
H 0.0302 -4.3766 -4.8976  0.10
H 2.3921 -4.0556 -4.1844  0.10
H 2.9093 -2.4099 -2.4327  0.11
H 4.3068 -0.8426 0.4129  0.08
H 5.5153 -2.6574 1.5469  0.10
H 4.4010 -4.8277 1.9585  0.10
H 2.0615 -5.1607 1.2406  0.10
H 0.8503 -3.3411 0.0941  0.10
H 2.0174 0.0285 -3.5988  0.10
H 3.5875 1.5589 -4.7295  0.10
H 5.2042 2.8822 -3.4040  0.10
H 5.2061 2.7058 -0.9395  0.10
H 3.6053 1.2027 0.1909  0.09
C -1.6664 -4.3619 2.9782  0.00
C -1.4541 -2.9705 2.4473  -0.30
N -2.2800 -2.3319 1.7044  -0.07
O -3.4527 -2.9243 1.2869  -0.06
C -0.2225 -2.2641 2.8214  -0.35
C 0.6450 -2.7256 3.9529  -0.03
N 0.0592 -1.2031 2.1284  -0.27
O 1.0603 -0.4594 2.4157  -0.25
H -2.6976 -4.7030 2.8948  0.07
H -1.3966 -4.3906 4.0308  0.08
H -1.0203 -5.0608 2.4437  0.10
H -3.4255 -3.8759 1.4606  0.07
H 1.1553 -3.6589 3.7030  0.08
H 0.0708 -2.8696 4.8707  0.08
H 1.3986 -1.9585 4.1221  0.07
S -0.3033 2.3175 -1.2856  0.61
C -0.7313 3.4269 -2.4493  -0.75
N -1.5894 3.0474 -3.4504  0.05
C -2.0105 3.8669 -4.4433  -0.08
C -1.5885 5.1541 -4.4997  -0.08
C -0.6862 5.6102 -3.5047  -0.06
C -0.2724 4.7745 -2.5128  -0.08
H -1.8748 2.0752 -3.4188  0.12
H -2.6862 3.4408 -5.1709  0.13
H -1.9282 5.8093 -5.2866  0.10
H -0.3266 6.6301 -3.5466  0.11
H 0.4144 5.0901 -1.7417  0.11
C 1.6873 2.6127 1.8074  -0.14
O 0.3573 2.9550 2.2097  -0.32
P -0.8222 1.8594 2.1808  0.72
O -2.0788 2.9157 2.2818  -0.35
C -2.3843 3.8141 1.2246  -0.16
O -0.8062 1.4879 3.7464  -0.31
C -1.5254 0.4100 4.3183  -0.14
H 2.2829 3.5189 1.9016  0.09
H 1.6966 2.2795 0.7705  0.01
H 2.0958 1.8228 2.4399  0.08
H -3.3569 4.2551 1.4460  0.08
H -2.4278 3.3066 0.2607  0.02
H -1.6340 4.6060 1.1636  0.08
H -0.8361 -0.1678 4.9344  0.08
H -1.9669 -0.2409 3.5618  0.04
H -2.3224 0.8104 4.9498  0.08
N -5.7319 1.2013 2.7391  0.14
N -4.9908 1.0268 1.6036  -0.27
N -5.4448 1.3587 0.4178  0.14
C -4.3924 1.0931 -0.3442  -0.20
N -3.3630 0.6406 0.3760  -0.08
N -3.7688 0.5902 1.6238  0.07
H -6.7038 1.0050 2.5576  0.10
H -5.3381 0.6657 3.4974  0.10
H -4.3837 1.2229 -1.4114  0.11

Values from the calculation:
- ΔE to the lowest compared entry with this formula, charge and spin: 1.298 eV
- Gap between HOMO and LUMO: 7.023 eV
- HOMO energy: -6.8704 eV
- Max |F|: 0.0195 Eh/bohr

No. 2
ORCA calculation (ωB97M-V with the def2-TZVPD basis set) on a structure of composition C31H38BCeN11O3S in a non-equilibrium geometry.

Each line ends with the Löwdin spin population.
Positions of all 86 atoms, in Å:
Ce 0.0136 0.9231 -0.3600  1.01
C 2.8305 -2.7642 -4.3949  0.00
C 1.4633 -2.7991 -3.7575  0.00
C 0.4479 -3.7937 -3.9238  0.00
C -0.4529 -3.6084 -2.8811  0.00
C -1.6529 -4.4399 -2.5809  0.00
N 0.0468 -2.5866 -2.1042  0.00
N 1.0572 -1.9320 -2.8497  0.00
B 0.3599 -2.6891 -0.5131  0.00
N 1.8171 -2.1504 -0.3086  0.00
N 2.0653 -0.7472 -0.5295  0.00
C 3.4124 -0.5564 -0.5493  0.00
C 4.0943 0.7023 -0.9942  0.00
C 4.0501 -1.7919 -0.3284  0.00
C 3.0214 -2.7624 -0.2688  0.00
C 3.1818 -4.2384 -0.2027  0.00
N -0.5850 -1.8959 0.5478  0.00
N -0.0126 -0.9594 1.4411  0.00
C -0.6588 -1.0406 2.6168  0.00
C -0.3067 -0.3737 3.8854  0.00
C -1.7814 -1.9168 2.4407  0.00
C -1.7317 -2.3973 1.1047  0.00
C -2.7053 -3.2212 0.3363  0.00
H 3.5163 -2.1699 -3.8379  0.00
H 2.6232 -2.3656 -5.3794  0.00
H 3.1498 -3.8009 -4.5716  0.00
H 0.4105 -4.5906 -4.6629  0.00
H -1.9958 -4.9748 -3.4807  0.00
H -2.4843 -3.8020 -2.2274  0.00
H -1.4744 -5.2241 -1.8279  0.00
H 0.3342 -3.8153 0.0017  0.00
H 5.1501 0.5504 -1.0280  0.00
H 3.8561 1.5577 -0.3583  0.00
H 3.7991 0.9780 -2.0338  0.00
H 5.1186 -1.9720 -0.1752  0.00
H 4.1476 -4.5059 0.2663  0.00
H 3.2166 -4.6846 -1.2157  0.00
H 2.3342 -4.6773 0.3219  0.00
H 0.4979 0.4175 3.6605  0.00
H 0.0998 -1.1602 4.5274  0.00
H -1.1676 0.0508 4.4136  0.00
H -2.5702 -2.0798 3.2022  0.00
H -3.6324 -3.3500 0.8853  0.00
H -2.3115 -4.2334 0.2045  0.00
H -2.8412 -2.7351 -0.6623  0.00
C 4.8458 3.0793 2.4701  0.00
O 3.8307 3.2261 1.5048  0.00
C 2.6743 3.7850 2.0434  0.00
C 2.7193 4.9560 2.7990  0.00
C 1.5760 5.3678 3.4927  0.00
C 0.4269 4.6736 3.4297  0.00
C 0.2802 3.6519 2.4411  0.00
C -1.0050 3.0805 2.2730  0.00
N -1.4343 2.2997 1.2364  0.00
N -2.7714 2.1150 1.2047  0.00
C -3.1816 1.2127 0.3551  0.00
O -2.3806 0.4803 -0.3375  0.00
C -4.6707 0.9294 0.3089  0.00
C -5.0144 -0.4059 0.2541  0.00
C -6.3463 -0.8014 0.3491  0.00
C -7.3120 0.1977 0.4169  0.00
C -6.9736 1.5250 0.3950  0.00
C -5.6859 1.9151 0.3255  0.00
C 1.4265 3.1147 1.7884  0.00
O 1.3592 2.1577 0.8777  0.00
H 5.8077 2.9130 1.9658  0.00
H 4.6655 2.2197 3.1553  0.00
H 4.9877 3.9216 3.1864  0.00
H 3.6734 5.5038 2.8432  0.00
H 1.5939 6.2509 4.1105  0.00
H -0.4498 4.9920 4.0083  0.00
H -1.8644 3.5312 2.8649  0.00
H -4.2265 -1.1768 0.2220  0.00
H -6.5540 -1.8517 0.4097  0.00
H -8.3426 -0.0427 0.5477  0.00
H -7.7394 2.3553 0.3313  0.00
H -5.4148 2.9781 0.4147  0.00
S -1.1944 1.9267 -4.9621  0.00
C -0.6877 1.0291 -3.5592  0.00
N -0.2826 0.6609 -2.5080  0.00
N 1.6165 3.1186 -2.3413  0.00
N 0.2988 3.4885 -1.7394  0.00
H 2.2896 3.4356 -1.6458  0.00
H 1.6820 3.8002 -3.0483  0.00
H -0.3381 3.6648 -2.5267  0.00
H 0.3651 4.3477 -1.2049  0.00

Values from the calculation:
- 2S+1: 2
- ΔE to the lowest compared entry with this formula, charge and spin: 2.518 eV
- Charge: -1
- Gap between HOMO and LUMO (alpha / beta): 7.025 / 7.130 eV
- HOMO energy (alpha / beta): -4.6991 / -4.8025 eV
- Max |F|: 0.1064 Eh/bohr

No. 3
ORCA calculation (ωB97M-V with the def2-TZVPD basis set) on a structure of composition C31H38BMoN8O2SSi in a non-equilibrium geometry.

Each line ends with the Löwdin spin population.
Positions of all 83 atoms, in Å:
Mo -0.3182 0.5260 -0.4150  1.89
C -3.7535 -0.5405 -0.6469  0.00
C -3.2969 0.7720 -1.1715  0.01
C -4.1029 1.8397 -1.4983  0.00
C -3.3094 2.9362 -1.8431  0.00
C -3.4913 4.3478 -2.1469  0.00
N -2.0104 2.5136 -1.7243  0.01
N -2.0130 1.2026 -1.2710  0.02
B -0.7002 3.3249 -1.9027  0.00
N 0.2235 2.4830 -2.7907  0.00
N 0.6796 1.2407 -2.3337  0.01
C 1.1664 0.5568 -3.3850  0.01
C 2.1159 -0.5745 -3.3869  0.00
C 0.8355 1.2685 -4.5484  0.00
C 0.2318 2.5156 -4.1496  0.01
C -0.1647 3.7131 -4.9893  0.00
N 0.2299 3.5767 -0.6221  0.01
N 0.2248 2.5249 0.3454  0.00
C 0.7955 3.0060 1.4785  0.01
C 0.9146 2.3425 2.8448  0.00
C 1.2204 4.3389 1.2286  0.00
C 0.8998 4.6030 -0.1306  0.01
C 1.0044 5.7913 -0.9504  0.00
H -3.5107 -1.3852 -1.3090  0.00
H -4.8741 -0.5666 -0.4064  0.00
H -3.3042 -0.8831 0.2856  0.00
H -5.1706 1.7020 -1.5448  0.00
H -4.5322 4.5812 -1.8900  0.00
H -3.4287 4.5002 -3.2971  0.00
H -2.8671 5.0719 -1.6735  0.00
H -0.7994 4.4613 -2.2499  0.00
H 1.7029 -1.5077 -3.8824  0.00
H 2.4790 -0.8962 -2.4013  0.00
H 2.9990 -0.2734 -3.9886  0.00
H 1.0475 1.0389 -5.5917  0.00
H -0.3227 4.5716 -4.3769  0.00
H -1.1232 3.4783 -5.5146  0.00
H 0.5132 3.8606 -5.8109  0.00
H 0.1718 1.5393 2.8794  0.00
H 0.7281 3.0593 3.6732  0.00
H 1.8897 1.8533 3.0175  0.00
H 1.9149 4.9087 1.8248  0.00
H 0.0044 6.0110 -1.4785  0.00
H 1.8269 5.7235 -1.6598  0.00
H 1.1815 6.6666 -0.2730  0.00
C 2.1425 -3.4676 5.2758  0.00
Si 0.8589 -2.6942 4.0587  0.00
C -0.2178 -1.7035 5.2364  0.00
C -0.2728 -3.9651 3.2573  0.00
C 1.6387 -1.5405 2.8492  0.00
C 2.9507 -1.1135 2.9525  0.01
C 3.4523 -0.2024 2.0085  -0.01
C 2.7339 0.2311 0.9106  0.01
N 1.4401 -0.0829 0.9137  -0.01
C 0.8656 -0.8778 1.7898  0.01
S -0.8212 -0.8569 1.5653  -0.04
H 1.7121 -3.9181 6.2059  0.00
H 2.8275 -2.7146 5.6757  0.00
H 2.7106 -4.2407 4.8032  0.00
H -0.5629 -2.2912 6.0801  0.00
H -1.0775 -1.2635 4.7596  0.00
H 0.2953 -0.7931 5.6312  0.00
H -0.9444 -4.4066 4.0232  0.00
H 0.1920 -4.8273 2.7870  0.00
H -0.9082 -3.5466 2.5107  0.00
H 3.5800 -1.6036 3.7323  0.00
H 4.5269 -0.0115 1.9501  0.00
H 3.1016 0.7654 0.0340  0.00
O 2.1047 -2.3485 -0.7573  0.00
C 0.8545 -2.5479 -0.7007  0.00
N -0.1893 -1.7036 -1.0531  0.00
C -1.2440 -2.5892 -1.4351  0.00
O -2.2209 -2.2931 -2.1715  0.00
C -0.9702 -3.9581 -0.8366  0.00
C -1.7106 -5.1679 -0.8078  0.00
C -0.9635 -6.3153 -0.4506  0.00
C 0.3401 -6.2361 0.0154  0.00
C 1.0133 -5.0650 0.0616  0.00
C 0.2992 -3.9371 -0.4190  0.00
H -2.7657 -5.0898 -1.0790  0.00
H -1.4934 -7.2718 -0.4538  0.00
H 0.7944 -7.1549 0.3664  0.00
H 2.0198 -5.0211 0.3877  0.00

Values from the calculation:
- 2S+1: 3
- ΔE to the lowest compared entry with this formula, charge and spin: 1.814 eV
- Charge: +1
- Gap between HOMO and LUMO (alpha / beta): 5.389 / 6.555 eV
- HOMO energy (alpha / beta): -10.8581 / -10.9656 eV
- Max |F|: 0.0748 Eh/bohr